Below is C12H23AlF4NO4 as an isolated structure at a distorted geometry, with properties calculated with wB97M-V/def2-TZVPD.

The geometry in XYZ format:
```
45
C12H23AlF4NO4, DFT wB97M-V/def2-TZVPD
C 0.1528 2.9664 -3.0199
C 0.3713 3.0750 -1.7486
C -0.2860 2.1680 -0.7199
O 0.2517 0.8975 -0.9275
C 1.2469 0.6286 0.0453
C 2.1729 -0.5273 -0.3278
C 3.1032 -0.7893 0.8882
O 2.9353 -2.0740 1.4561
C 2.9486 -2.0444 2.8591
C 3.3345 -3.4006 3.4089
O 1.5524 -1.6621 -0.8240
C 0.3820 -2.0615 -0.0890
N -1.7370 2.1795 -0.8420
C -2.2714 3.4964 -0.4750
C -2.3710 1.2208 -0.0155
C -3.8630 1.0685 -0.2240
O -1.8174 0.6050 0.8330
H -0.7944 2.6657 -3.4369
H 0.9668 3.1382 -3.7064
H 1.0696 3.7981 -1.3512
H -0.0335 2.5441 0.2799
H 1.8944 1.5118 0.1127
H 0.8341 0.5046 1.0479
H 2.8091 -0.1590 -1.1291
H 2.9796 0.0108 1.6188
H 4.1400 -0.7111 0.5485
H 3.6733 -1.3256 3.2477
H 1.9662 -1.7760 3.2587
H 4.2116 -3.7948 2.9129
H 3.6012 -3.2592 4.4555
H 2.5088 -4.1008 3.3996
H -0.4768 -1.5847 -0.5339
H 0.4624 -1.8533 0.9724
H 0.2616 -3.1210 -0.2607
H -3.2643 3.6450 -0.8726
H -1.6308 4.3029 -0.8138
H -2.3224 3.5783 0.6167
H -4.2049 1.6714 -1.0570
H -4.3354 1.4853 0.6661
H -4.1911 0.0353 -0.2923
F -3.6989 -4.0249 -2.8016
Al -3.2442 -2.5942 -1.9919
F -1.7309 -2.0726 -2.5727
F -3.1450 -2.8845 -0.3137
F -4.4120 -1.3762 -2.2808
```

Calculated values
M in g mol⁻¹: 348.29
Charge: -1
HOMO in eV: -6.526
Orbital gap in Eh: 0.3399